This record from OMol25 describes a cluster of 2 separate species, C3H3Br in total in a non-equilibrium geometry. The level of theory is ωB97M-V/def2-TZVPD.

Summary:
HOMO (alpha / beta): -10.18 / -8.55 eV
Kohn-Sham gap (alpha / beta): 9.22 / 4.88 eV
E: -2689.94140 hartree

Each line ends with the natural charge from an NBO analysis.
Atoms and positions in Å:
C 1.8782 -0.8943 0.0371  -0.168
C 0.8272 -0.2180 0.0166  -0.080
C -0.3245 0.4086 0.0732  -0.426
Br -3.8778 0.5794 0.0512  -0.024
H 2.8630 -1.0704 -0.2742  0.223
H -0.6011 0.6851 1.0603  0.235
H -0.7650 0.5097 -0.9642  0.241